64
Properties=species:S:1:pos:R:3 method="wB97M-V/def2-TZVPD" total_charge=0 total_energy_ev=-130453.941 largest_force_ev_per_a=0.485 lumo_ev="0.1 / -2.0" orbital_gap_ev="7.95 / 6.21" spin_multiplicity=3 homo_ev="-7.89 / -8.17"
Ti 1.5672 -0.1723 -0.2554
C -1.2536 -2.2759 2.2023
C -2.1979 -2.5339 1.3122
S 0.7293 -2.4312 -0.6901
C 2.5314 -3.3449 2.8036
C 3.7544 -3.8480 2.7744
S 3.8659 -1.2964 -0.1127
C 5.0591 0.0091 -0.5229
C 4.5127 1.3068 -1.0982
S 3.0438 1.9888 -0.2802
C 3.5476 2.1724 1.4557
C 3.2365 0.9590 2.3234
S 1.5305 0.3738 2.0920
H -0.9342 -3.0189 2.9230
H -0.7518 -1.3166 2.2347
H -2.5018 -1.7913 0.5838
H -2.6926 -3.4969 1.2711
H 1.7460 -3.7254 2.1617
H 2.2710 -2.5139 3.4472
H 4.0177 -4.6655 2.1149
H 4.5452 -3.4576 3.4034
H 5.7904 -0.4028 -1.2205
H 5.5966 0.2042 0.4097
H 4.1852 1.1680 -2.1272
H 5.2900 2.0728 -1.0879
H 2.9843 3.0341 1.8136
H 4.6077 2.4361 1.4708
H 3.3473 1.2461 3.3708
H 3.9313 0.1401 2.1320
O -0.2952 0.6764 -0.6529
S -0.4965 1.9730 -1.4291
C -1.2835 1.4414 -2.9879
C -2.5136 0.6183 -2.7819
C -3.7746 1.1717 -2.9948
C -4.9202 0.4236 -2.7700
C -4.8110 -0.8869 -2.3256
C -3.5569 -1.4490 -2.1293
C -2.4102 -0.7049 -2.3615
C -1.9146 2.8053 -0.5984
C -2.2744 2.1276 0.6879
C -1.5629 2.4125 1.8469
C -1.8749 1.7733 3.0362
C -2.9056 0.8463 3.0726
C -3.6155 0.5541 1.9169
C -3.2974 1.1859 0.7256
H -0.4868 0.8857 -3.4867
H -1.4842 2.3610 -3.5409
H -3.8611 2.1901 -3.3582
H -5.8940 0.8616 -2.9452
H -5.7025 -1.4736 -2.1472
H -3.4653 -2.4766 -1.8020
H -1.4335 -1.1521 -2.2277
H -2.7492 2.8132 -1.2968
H -1.5663 3.8246 -0.4343
H -0.7473 3.1258 1.8160
H -1.3032 1.9883 3.9288
H -3.1460 0.3391 3.9974
H -4.4081 -0.1822 1.9401
H -3.8388 0.9422 -0.1804
O 0.7252 -1.1305 -3.8714
S 2.0153 -1.0312 -3.2467
O 2.0400 0.1009 -2.2579
O 3.1838 -1.0629 -4.0769
S 2.2703 -2.7118 -1.9698

88
Properties=species:S:1:pos:R:3 method="wB97M-V/def2-TZVPD" total_charge=-1 total_energy_ev=-173575.076 largest_force_ev_per_a=5.259 lumo_ev="1.8 / -0.2" orbital_gap_ev="10.48 / 8.45" spin_multiplicity=3 homo_ev="-8.68 / -8.68"
Ni 1.3412 -2.5329 -0.4033
B 3.2512 -3.4814 1.1824
F 4.5495 -3.3415 0.9057
F 2.7223 -4.1832 0.1221
F 3.0360 -4.1457 2.3974
F 2.5291 -2.3109 1.2303
B 0.3952 -4.2331 -2.4320
F 0.8185 -4.8803 -1.3294
F 1.4352 -3.9887 -3.2509
F -0.5453 -4.9425 -3.1828
F -0.0616 -3.0106 -1.9842
C -1.7168 -0.3028 -1.7485
F -2.2627 -0.8883 -0.7060
F -1.5702 -1.1514 -2.7414
F -2.4094 0.7895 -2.1513
S 0.1275 0.3212 -1.4093
O 0.9292 -0.0872 -2.5602
O 0.0307 1.7634 -1.2187
N 0.6431 -0.6494 -0.0386
S 0.2545 0.1705 1.2461
O -0.8763 1.0645 1.1627
O 0.1752 -0.7552 2.4145
C 1.8060 1.3777 1.4963
F 2.7891 0.7237 2.1095
F 2.1844 1.9085 0.3017
F 1.4410 2.3267 2.3199
C -0.5338 -3.9156 3.4459
C -0.3039 -3.6086 2.1124
N -0.1854 -3.3286 1.0001
H -0.7753 -3.0113 4.0044
H 0.3913 -4.2871 3.8868
H -1.4417 -4.5087 3.5560
C 0.3875 -1.1863 -5.7657
C -0.8079 -0.5915 -6.3087
N -1.8118 -0.1418 -6.6997
H 0.1834 -1.4174 -4.7202
H 1.2304 -0.4952 -5.7649
H 0.6288 -2.1198 -6.2740
C -3.5153 -3.5628 -2.9521
C -3.8327 -2.6532 -4.0178
N -4.0753 -1.9359 -4.9134
H -3.3662 -3.0025 -2.0291
H -2.5983 -4.0653 -3.2599
H -4.3450 -4.2495 -2.7846
C -2.9708 3.2836 -3.7820
C -3.6049 2.1639 -4.5236
N -4.1250 1.2492 -5.0725
H -2.2194 2.8471 -3.1239
H -3.7417 3.7204 -3.1472
H -2.5215 4.0395 -4.4260
C 3.1584 -1.5232 4.2985
C 4.4922 -0.9886 4.6188
N 5.5532 -0.5798 4.7944
H 2.4986 -0.6611 4.3967
H 2.8798 -2.1984 5.1074
H 3.2613 -2.0101 3.3287
C 6.0706 1.0796 1.6619
C 5.5825 1.0938 0.2682
N 5.2183 1.0807 -0.8022
H 6.6593 0.2104 1.9552
H 5.2251 1.1881 2.3411
H 6.7279 1.9434 1.7618
C -4.0563 1.9074 0.0977
C -3.3828 3.1932 -0.4015
N -2.9291 4.1663 -0.8077
H -3.3460 1.4302 0.7728
H -4.1512 1.1436 -0.6741
H -5.0158 2.1061 0.5752
C 2.3157 3.8246 -2.1475
C 2.0475 4.8427 -1.1405
N 1.8413 5.6491 -0.3008
H 2.8131 4.3504 -2.9625
H 1.4201 3.3353 -2.5301
H 3.0521 3.1412 -1.7246
C -0.5336 4.7615 1.4228
C -1.6605 4.2542 2.1829
N -2.5548 3.8343 2.7892
H -0.7430 5.6479 0.8240
H -0.2794 3.9465 0.7450
H 0.2868 5.0218 2.0916
Cl -1.0183 -0.0132 6.3038
C -2.3503 -0.4727 5.2116
C -2.5758 0.5735 4.1060
Cl -3.5560 -0.1730 2.8174
H -3.2433 -0.7902 5.7501
H -1.9980 -1.3946 4.7488
H -1.6071 0.9387 3.7648
H -3.1647 1.3571 4.5827

58
Properties=species:S:1:pos:R:3 method="wB97M-V/def2-TZVPD" total_charge=0 total_energy_ev=-40227.119 largest_force_ev_per_a=3.137 lumo_ev=-1.1 orbital_gap_ev=4.46 spin_multiplicity=1 homo_ev=-5.59
C 4.6149 0.1236 1.7862
C 3.8595 -0.1468 3.0523
H 4.0775 -0.0362 0.8694
H 5.6187 -0.3589 1.7257
H 4.7563 1.1756 1.7480
H 2.8958 0.4181 3.1713
H 3.5155 -1.2071 3.1098
H 4.5167 0.1214 3.8497
C 0.4512 2.0961 -2.5735
C -0.0479 2.4629 -3.8133
C -1.4092 2.7536 -3.9480
C -2.2643 2.6977 -2.8416
H 1.4859 1.8656 -2.3053
H 0.6333 2.5154 -4.6456
H -1.8252 3.0324 -4.9139
H -3.3296 2.9302 -2.8790
N -0.4003 2.0122 -1.5460
C -1.7174 2.3024 -1.6193
C -2.4091 2.2467 -0.3168
N -1.6922 1.7225 0.7059
C -2.2019 1.6408 1.9427
C -4.1188 2.9290 1.2289
C -3.3995 2.2862 2.2396
H -1.5889 1.0747 2.6521
H -3.7535 2.3235 3.2581
C -3.6331 2.8839 -0.0822
H -4.1055 3.3982 -0.9166
H -5.0350 3.4808 1.4255
Cd 0.4634 2.3892 0.3977
C 1.5756 4.0254 1.3066
H 1.1179 4.2800 2.2615
H 1.5259 4.8278 0.6522
H 2.5392 3.6174 1.4597
C 3.1146 -3.5476 1.0783
Si 1.3012 -3.4320 0.3793
C 1.4594 -4.3878 -1.1893
C 0.2258 -4.2002 1.7320
N 0.5464 -1.8871 0.0417
C -0.5726 -1.5157 -0.5240
C -0.6620 -1.1878 -1.9214
C -1.8808 -0.9753 -2.5058
C -3.0703 -0.9995 -1.7692
C -3.0097 -1.2159 -0.3849
C -1.7897 -1.4002 0.2322
H 3.6545 -4.4719 0.8381
H 3.0813 -3.4586 2.1772
H 3.7322 -2.7307 0.6881
H 2.1250 -5.2410 -1.0354
H 0.5064 -4.7581 -1.5640
H 1.8989 -3.7510 -1.9648
H 0.1332 -3.5053 2.5808
H -0.7901 -4.4149 1.3567
H 0.6740 -5.1410 2.0904
H 0.2616 -1.2143 -2.4540
H -1.9053 -0.7621 -3.5713
H -4.0390 -0.8925 -2.2562
H -3.9636 -1.2361 0.1834
H -1.7476 -1.5580 1.3202

64
Properties=species:S:1:pos:R:3 method="wB97M-V/def2-TZVPD" total_charge=-1 total_energy_ev=-62692.053 largest_force_ev_per_a=1.151 lumo_ev=0.4 orbital_gap_ev=6.29 spin_multiplicity=1 homo_ev=-5.91
C 6.0409 -0.6220 0.3693
C 6.3504 0.8791 0.3741
C 5.1769 1.7761 -0.0377
C 4.3879 1.2804 -1.2792
C 3.1081 0.5444 -0.8359
C 2.7242 -0.6916 -1.6661
C 1.6290 -1.4802 -0.9002
C 0.2802 -1.6076 -1.6575
C -0.3618 -2.9925 -1.5303
C -1.1570 -3.1692 -0.2151
C -2.6312 -2.7152 -0.3036
C -3.0203 -1.5994 0.7029
C -2.7241 -0.1685 0.1680
C -3.9347 0.7306 0.1449
C -4.9855 0.5980 -0.6783
C -5.0965 -0.5126 -1.6871
C -4.5032 -0.1502 -3.0316
O -4.2490 0.9255 -3.4314
I -4.1369 -1.8884 -4.3206
C -6.1133 1.5680 -0.6579
O -6.9670 1.5517 -1.5209
C -6.2105 2.5515 0.4610
C -5.1841 2.6896 1.2982
C -3.9303 1.8989 1.0983
O -2.9333 2.2180 1.6985
H 5.6287 -0.9768 -0.5744
H 6.9736 -1.1682 0.5404
H 5.3660 -0.8918 1.1811
H 7.2314 1.0940 -0.2345
H 6.5917 1.1361 1.4088
H 4.4659 1.8621 0.7847
H 5.5470 2.7906 -0.2114
H 4.1468 2.1403 -1.9081
H 5.0374 0.6338 -1.8771
H 2.2784 1.2512 -0.8302
H 3.2664 0.2054 0.1874
H 3.5989 -1.3273 -1.8028
H 2.3482 -0.3561 -2.6346
H 2.0085 -2.4829 -0.6916
H 1.4276 -0.9848 0.0494
H 0.4595 -1.4074 -2.7181
H -0.3750 -0.8104 -1.3043
H -1.0192 -3.1890 -2.3797
H 0.4422 -3.7304 -1.5212
H -1.1469 -4.2366 0.0171
H -0.6227 -2.6653 0.5922
H -3.2774 -3.5758 -0.1179
H -2.8281 -2.3808 -1.3243
H -4.0511 -1.7054 1.0426
H -2.3945 -1.7619 1.5811
H -1.9961 0.3021 0.8262
H -2.3203 -0.2213 -0.8421
H -4.6416 -1.4226 -1.3085
H -6.1543 -0.7278 -1.8599
H -7.1217 3.1238 0.5557
H -5.2429 3.3923 2.1175
C 1.5328 2.7691 4.2018
F 0.2901 2.5724 4.6658
F 1.4746 3.7905 3.3338
F 2.2825 3.1740 5.2384
S 2.2174 1.2462 3.4200
O 1.2831 0.9769 2.3428
O 2.1955 0.2824 4.4999
O 3.5390 1.6646 2.9922